[1]
{"formula": "C28H61B3F12MnN9O5", "method": "wB97M-V/def2-TZVPD", "charge": 3, "e_homo_ev": [-12.986, -12.978], "multiplicity": 6, "lumo_ev": [-7.15, -7.11], "symbols": ["Mn", "N", "O", "O", "O", "C", "C", "N", "C", "C", "N", "C", "C", "H", "H", "H", "H", "H", "H", "H", "H", "H", "H", "H", "C", "C", "N", "C", "C", "N", "C", "C", "H", "H", "H", "H", "H", "H", "H", "H", "H", "H", "H", "C", "C", "N", "C", "C", "N", "C", "C", "H", "H", "H", "H", "H", "H", "H", "H", "H", "H", "H", "C", "N", "C", "C", "C", "C", "O", "H", "H", "H", "H", "H", "H", "H", "H", "H", "H", "H", "H", "H", "H", "C", "N", "C", "C", "C", "C", "O", "H", "H", "H", "H", "H", "H", "H", "H", "H", "H", "H", "H", "H", "H", "B", "F", "F", "F", "F", "B", "F", "F", "F", "F", "B", "F", "F", "F", "F"], "xyz": [[4.13, -1.88, -1.22], [0.56, 0.15, 0.26], [1.68, 0.04, -0.20], [0.08, -0.79, 0.81], [0.06, 1.27, 0.32], [-1.36, 6.45, 2.92], [-1.26, 6.15, 4.37], [-2.16, 5.07, 4.79], [-2.70, 4.95, 6.05], [-3.51, 3.82, 6.11], [-3.31, 3.16, 4.87], [-2.53, 3.92, 4.05], [-3.98, 1.86, 4.56], [-0.97, 5.51, 2.52], [-0.73, 7.20, 2.44], [-2.36, 6.61, 2.50], [-1.55, 7.01, 4.97], [-0.34, 5.79, 4.83], [-2.55, 5.63, 6.87], [-4.07, 3.36, 6.91], [-2.16, 3.54, 3.11], [-5.05, 1.87, 4.75], [-3.61, 1.02, 5.14], [-3.77, 1.71, 3.50], [-2.72, -7.64, -4.87], [-1.62, -8.41, -4.18], [-1.78, -8.25, -2.73], [-2.35, -9.11, -1.87], [-2.49, -8.64, -0.58], [-1.83, -7.42, -0.60], [-1.37, -7.18, -1.90], [-1.71, -6.50, 0.51], [-3.73, -8.03, -4.69], [-2.62, -7.71, -5.95], [-2.67, -6.59, -4.57], [-0.61, -8.09, -4.45], [-1.54, -9.45, -4.49], [-2.63, -10.08, -2.25], [-2.94, -9.03, 0.32], [-0.91, -6.24, -2.12], [-0.69, -6.31, 0.87], [-2.50, -6.80, 1.19], [-1.99, -5.49, 0.23], [1.88, -2.76, 5.88], [2.97, -2.35, 6.88], [3.06, -0.89, 7.03], [2.01, -0.08, 7.56], [2.30, 1.24, 7.35], [3.65, 1.21, 6.98], [4.13, -0.09, 6.77], [4.53, 2.37, 6.74], [1.75, -3.84, 5.72], [1.85, -2.27, 4.91], [0.94, -2.59, 6.40], [3.98, -2.58, 6.53], [2.93, -2.67, 7.92], [1.13, -0.56, 7.97], [1.90, 2.24, 7.43], [5.18, -0.28, 6.60], [4.91, 2.81, 7.65], [3.93, 3.21, 6.39], [5.38, 2.14, 6.09], [-5.42, -2.11, -2.98], [-6.00, -0.68, -2.69], [-6.51, -0.66, -1.24], [-4.84, 0.29, -2.80], [-7.12, -0.35, -3.64], [-6.82, -0.44, -5.15], [-5.95, 0.53, -5.61], [-4.72, -2.33, -2.17], [-4.78, -2.22, -3.85], [-6.20, -2.87, -3.05], [-6.48, 0.37, -0.89], [-5.79, -1.31, -0.74], [-7.51, -1.10, -1.23], [-5.38, 1.24, -2.76], [-4.27, 0.23, -3.72], [-4.15, 0.07, -1.98], [-7.56, 0.60, -3.36], [-7.86, -1.12, -3.42], [-7.72, -0.49, -5.76], [-6.31, -1.35, -5.47], [-6.11, 0.62, -6.56], [5.24, 5.52, -4.23], [3.66, 5.63, -4.45], [3.53, 7.19, -4.57], [3.35, 4.76, -5.74], [2.94, 4.93, -3.31], [1.42, 5.14, -3.33], [0.80, 3.86, -3.47], [5.76, 5.90, -5.11], [5.69, 4.56, -3.97], [5.43, 6.13, -3.35], [2.46, 7.38, -4.64], [4.11, 7.61, -5.40], [3.86, 7.55, -3.60], [4.00, 5.09, -6.55], [2.28, 4.73, -5.97], [3.82, 3.79, -5.60], [3.41, 5.20, -2.36], [3.23, 3.88, -3.37], [1.09, 5.71, -4.20], [1.00, 5.78, -2.55], [0.48, 3.45, -2.66], [3.80, -5.26, -0.04], [3.09, -4.16, 0.31], [2.97, -6.14, -0.68], [4.66, -4.80, -1.01], [4.61, -5.88, 0.92], [6.16, -0.44, -4.23], [7.39, 0.08, -4.15], [5.26, 0.10, -3.35], [5.75, -0.05, -5.52], [6.09, -1.79, -3.99], [6.41, -0.63, 1.44], [7.31, -0.33, 2.46], [6.26, 0.45, 0.58], [6.67, -1.76, 0.70], [5.24, -0.79, 2.11]], "mulliken_spin": [4.967, 0.000, 0.006, -0.001, 0.001, 0.000, 0.000, 0.000, 0.000, 0.000, 0.000, 0.000, 0.000, 0.000, 0.000, 0.000, 0.000, 0.000, 0.000, 0.000, 0.000, 0.000, 0.000, 0.000, 0.000, 0.000, 0.000, 0.000, 0.000, 0.000, 0.000, 0.000, 0.000, 0.000, 0.000, 0.000, 0.000, 0.000, 0.000, 0.000, 0.000, 0.000, 0.000, 0.000, 0.000, 0.000, 0.000, 0.000, 0.000, 0.000, 0.000, 0.000, 0.000, 0.000, 0.000, 0.000, 0.000, 0.000, 0.000, 0.000, 0.000, 0.000, 0.000, 0.000, 0.000, 0.000, 0.000, 0.000, 0.000, 0.000, 0.000, 0.000, 0.000, 0.000, 0.000, 0.000, 0.000, 0.000, 0.000, 0.000, 0.000, 0.000, 0.000, 0.000, 0.000, 0.000, 0.000, 0.000, 0.000, 0.000, 0.000, 0.000, 0.000, 0.000, 0.000, 0.000, 0.000, 0.000, 0.000, 0.000, 0.000, 0.000, 0.000, 0.000, 0.002, 0.006, 0.000, 0.006, 0.000, -0.001, 0.000, 0.007, 0.000, 0.002, -0.002, 0.000, 0.001, 0.004, 0.002]}

---

[2]
{"formula": "C28H61I3N3O8", "method": "wB97M-V/def2-TZVPD", "charge": -1, "e_homo_ev": -2.917, "lumo_ev": 2.17, "symbols": ["C", "C", "C", "C", "O", "C", "C", "C", "O", "I", "C", "I", "C", "C", "I", "H", "H", "H", "H", "H", "H", "H", "H", "H", "H", "H", "H", "H", "H", "H", "H", "C", "O", "C", "C", "N", "C", "C", "O", "C", "H", "H", "H", "H", "H", "H", "H", "H", "H", "H", "H", "H", "H", "H", "H", "C", "O", "C", "C", "N", "C", "C", "O", "C", "H", "H", "H", "H", "H", "H", "H", "H", "H", "H", "H", "H", "H", "H", "H", "C", "O", "C", "C", "N", "C", "C", "O", "C", "H", "H", "H", "H", "H", "H", "H", "H", "H", "H", "H", "H", "H", "H", "H"], "xyz": [[-2.96, -0.57, 3.19], [-2.22, -1.86, 3.58], [-2.45, -2.98, 2.60], [-1.87, -2.69, 1.20], [-0.86, -1.73, 1.29], [-0.17, -1.54, 0.01], [1.28, -1.65, 0.34], [1.95, -0.85, 1.50], [3.08, -1.08, 1.86], [0.93, 0.75, 2.59], [-0.68, -0.19, -0.51], [0.86, 1.02, -1.44], [-1.89, -0.33, -1.49], [-2.19, 0.88, -2.38], [-1.71, -2.04, -2.78], [-2.36, 0.28, 3.45], [-3.19, -0.55, 2.13], [-3.90, -0.49, 3.73], [-1.18, -1.64, 3.72], [-2.59, -2.18, 4.54], [-2.02, -3.92, 2.95], [-3.52, -3.15, 2.50], [-1.49, -3.59, 0.73], [-2.70, -2.35, 0.57], [1.44, -2.68, 0.65], [1.91, -1.51, -0.51], [-1.10, 0.34, 0.33], [-2.75, -0.45, -0.85], [-1.57, 0.84, -3.26], [-3.22, 0.82, -2.70], [-2.07, 1.80, -1.84], [0.50, 4.76, -3.40], [0.89, 5.63, -2.35], [1.81, 5.06, -1.42], [3.19, 5.65, -1.57], [3.84, 5.23, -2.80], [5.05, 5.97, -3.16], [4.97, 7.48, -3.35], [4.26, 7.90, -4.50], [2.85, 7.93, -4.37], [-0.35, 5.22, -3.90], [1.29, 4.61, -4.14], [0.19, 3.78, -3.00], [1.83, 3.97, -1.51], [1.44, 5.30, -0.43], [3.81, 5.32, -0.72], [3.09, 6.74, -1.50], [3.18, 5.31, -3.56], [5.42, 5.54, -4.09], [5.81, 5.77, -2.39], [5.99, 7.84, -3.50], [4.59, 8.00, -2.46], [2.53, 8.22, -3.36], [2.40, 6.96, -4.62], [2.46, 8.66, -5.07], [-5.38, -2.98, 10.83], [-4.01, -2.72, 11.09], [-3.24, -3.87, 11.43], [-2.29, -4.26, 10.32], [-3.00, -4.81, 9.17], [-2.20, -4.96, 7.96], [-1.53, -3.73, 7.35], [-2.42, -2.80, 6.76], [-3.05, -1.91, 7.65], [-5.89, -2.02, 10.81], [-5.53, -3.48, 9.87], [-5.82, -3.60, 11.62], [-3.89, -4.71, 11.71], [-2.65, -3.60, 12.31], [-1.60, -5.02, 10.70], [-1.70, -3.37, 10.06], [-3.79, -4.22, 8.96], [-2.85, -5.39, 7.20], [-1.42, -5.71, 8.16], [-0.91, -4.09, 6.52], [-0.85, -3.23, 8.04], [-2.39, -1.63, 8.49], [-3.98, -2.32, 8.04], [-3.29, -1.01, 7.09], [-0.98, -0.40, -7.63], [0.07, 0.20, -6.90], [0.44, -0.51, -5.72], [1.79, -1.17, -5.87], [1.74, -2.30, -6.80], [3.04, -2.82, -7.21], [4.03, -1.89, -7.91], [3.66, -1.49, -9.22], [2.73, -0.42, -9.28], [-1.32, 0.33, -8.36], [-0.65, -1.30, -8.17], [-1.82, -0.66, -6.98], [-0.33, -1.23, -5.43], [0.52, 0.23, -4.92], [2.11, -1.54, -4.89], [2.50, -0.40, -6.19], [1.23, -2.03, -7.62], [2.85, -3.65, -7.89], [3.54, -3.24, -6.33], [4.96, -2.45, -8.03], [4.28, -1.01, -7.30], [2.88, 0.31, -8.48], [1.70, -0.78, -9.26], [2.88, 0.08, -10.24]], "lowdin_charge": [-0.099, -0.265, -0.176, -0.256, -0.253, -0.456, -0.257, -0.741, -0.049, 0.758, -0.724, 0.897, -0.813, -0.273, 0.836, 0.041, 0.059, 0.060, 0.077, 0.073, 0.098, 0.103, 0.109, 0.093, 0.111, 0.063, 0.039, 0.062, 0.007, 0.059, 0.052, -0.113, -0.196, -0.216, -0.212, -0.047, -0.204, -0.234, -0.184, -0.100, 0.087, 0.077, 0.045, 0.057, 0.124, 0.124, 0.101, 0.068, 0.118, 0.116, 0.117, 0.109, 0.087, 0.073, 0.085, -0.117, -0.191, -0.220, -0.220, -0.053, -0.197, -0.220, -0.196, -0.092, 0.088, 0.076, 0.086, 0.120, 0.120, 0.122, 0.105, 0.066, 0.120, 0.116, 0.126, 0.114, 0.089, 0.072, 0.090, -0.122, -0.195, -0.228, -0.204, -0.048, -0.205, -0.231, -0.185, -0.102, 0.084, 0.074, 0.089, 0.055, 0.097, 0.127, 0.103, 0.065, 0.117, 0.117, 0.117, 0.111, 0.088, 0.071, 0.084]}

---

Which of these has the lowest charge?
C28H61I3N3O8

---

The highest charge belongs to which entry?
C28H61B3F12MnN9O5

---

The lowest charge belongs to which entry?
C28H61I3N3O8